Record 1
Below is 9 unconnected molecules or ions with the total composition C31H48ClO19 at a distorted geometry, with properties calculated with ωB97M-V/def2-TZVPD.

Its lowest unoccupied orbital energy is 1.79 eV. Its spin multiplicity is 1. Its net charge is -1. The value obtained for the relative energy (zero: lowest compared OMol25 entry of this formula, charge and spin) is 4.507 eV. The energy is -3099.5864 a.u. As for the molar mass: 760.2 g mol⁻¹. The gap between HOMO and LUMO is 8.189 eV.

Each line ends with the Mulliken charge.
Atoms and positions in Å:
1 Cl -0.3716 0.4278 0.3925  1.5741
2 O -0.5173 1.5005 1.3200  -0.6397
3 O -0.1019 0.8861 -0.9506  -0.6249
4 O 0.6341 -0.4515 0.9429  -0.6490
5 O -1.5749 -0.3560 0.3937  -0.6626
6 O 6.6773 -5.9237 4.9475  -0.5764
7 C 6.6115 -4.7412 4.8825  0.4891
8 O 7.4752 -4.0533 4.1161  -0.3689
9 C 7.1567 -2.6059 4.2394  -0.3762
10 C 5.7214 -2.6087 4.7470  -0.4679
11 C 5.6239 -3.8633 5.5624  -0.3149
12 H 7.1889 -2.1923 3.2315  0.2780
13 H 7.8868 -2.1833 4.9297  0.2660
14 H 5.0312 -2.5455 3.9057  0.2689
15 H 5.4419 -1.7336 5.3336  0.2969
16 H 4.5775 -4.1678 5.5831  0.2656
17 H 5.9611 -3.8338 6.5985  0.2403
18 O 7.2198 2.1496 0.2094  -0.6013
19 C 6.7552 1.9779 -0.9230  0.4780
20 O 7.4424 1.3193 -1.9468  -0.3444
21 C 6.5675 1.1936 -3.0631  -0.3818
22 C 5.4918 2.2956 -2.8539  -0.6134
23 C 5.3989 2.4030 -1.3227  -0.2623
24 H 6.0484 0.2402 -2.9647  0.2653
25 H 7.0641 1.3423 -4.0219  0.3249
26 H 4.5159 2.1331 -3.3114  0.3456
27 H 5.8394 3.2197 -3.3158  0.2847
28 H 4.6927 1.6748 -0.9237  0.2563
29 H 5.1253 3.4185 -1.0362  0.2481
30 O 5.0443 7.0984 5.8745  -0.6332
31 C 4.5033 6.0462 5.4670  0.5240
32 O 3.1800 5.8711 5.5857  -0.3326
33 C 2.7954 4.5596 5.0871  -0.4062
34 C 4.1281 3.8230 5.1302  -0.4958
35 C 5.1802 4.8189 4.8650  -0.3227
36 H 2.6030 4.7015 4.0237  0.2625
37 H 1.9457 4.0816 5.5748  0.3373
38 H 4.1792 3.0383 4.3754  0.3177
39 H 4.1990 3.4111 6.1369  0.2682
40 H 5.4331 5.0835 3.8384  0.2445
41 H 6.1075 4.5964 5.3930  0.2370
42 O -6.7545 -4.7012 -6.1463  -0.5707
43 C -5.8353 -4.2395 -5.5211  0.5571
44 O -5.7409 -4.2964 -4.1502  -0.3546
45 C -4.5115 -3.7721 -3.6977  -0.3937
46 C -4.1425 -2.8188 -4.8178  -0.4080
47 C -4.6045 -3.5385 -6.0157  -0.4321
48 H -3.7940 -4.5721 -3.5149  0.2470
49 H -4.5792 -3.2241 -2.7579  0.3065
50 H -3.0591 -2.7004 -4.8048  0.2929
51 H -4.6243 -1.8425 -4.7652  0.2409
52 H -3.8344 -4.1764 -6.4495  0.2535
53 H -4.9016 -2.8898 -6.8398  0.2616
54 O -3.7692 3.2154 -7.9866  -0.5876
55 C -2.6726 3.6983 -7.8733  0.5026
56 O -2.3832 4.9113 -8.3744  -0.3653
57 C -0.9595 5.2101 -8.4034  -0.3215
58 C -0.4925 4.2793 -7.2865  -0.5563
59 C -1.3920 3.1163 -7.2627  -0.3223
60 H -0.8767 6.2645 -8.1397  0.2725
61 H -0.5487 4.9498 -9.3790  0.2476
62 H -0.4671 4.8246 -6.3430  0.2788
63 H 0.5394 3.9603 -7.4331  0.3184
64 H -1.4335 2.6945 -6.2585  0.2947
65 H -0.9912 2.3784 -7.9577  0.2383
66 O 2.3883 -9.1582 2.5749  -0.5919
67 C 1.5477 -8.2751 2.4659  0.5469
68 O 1.8976 -7.0118 2.1518  -0.3095
69 C 0.7674 -6.2023 2.0991  -0.4233
70 C -0.4531 -7.1065 1.7948  -0.4757
71 C -0.0197 -8.3536 2.4750  -0.4909
72 H 0.8503 -5.6566 1.1592  0.2750
73 H 0.7282 -5.5328 2.9583  0.3250
74 H -0.5042 -7.3530 0.7343  0.2580
75 H -1.3488 -6.6113 2.1698  0.3198
76 H -0.4417 -9.2541 2.0287  0.3292
77 H -0.4374 -8.3153 3.4811  0.2375
78 O -5.3784 5.5739 -3.0881  -0.6310
79 C -5.6272 4.6719 -2.2269  0.4999
80 O -5.5254 4.9079 -0.8888  -0.3345
81 C -5.5852 3.7228 -0.0759  -0.3273
82 C -6.2424 2.7046 -1.0300  -0.5252
83 C -5.8844 3.1889 -2.4088  -0.3697
84 H -6.2212 3.8713 0.7967  0.2566
85 H -4.6172 3.3706 0.2805  0.2728
86 H -7.3197 2.8485 -0.9478  0.2472
87 H -5.9811 1.6543 -0.9012  0.3746
88 H -6.5967 2.9992 -3.2117  0.3144
89 H -4.9427 2.7162 -2.6876  0.2220
90 C -5.7910 -1.3157 3.9792  -0.9459
91 C -5.8622 -0.5095 5.2293  0.7322
92 O -5.9037 -1.1566 6.2793  -0.5531
93 C -5.7564 1.0474 5.0911  -1.0305
94 H -6.8180 -1.5886 3.7363  0.2607
95 H -5.1564 -2.1951 4.0891  0.3087
96 H -5.4444 -0.8130 3.0763  0.3160
97 H -6.5607 1.3192 4.4074  0.2997
98 H -4.8580 1.3688 4.5641  0.3023
99 H -5.9558 1.6607 5.9699  0.3109

***

Record 2
Below is 2 unconnected molecules or ions with the total composition C31H48N2O4 at a distorted geometry, with properties calculated with ωB97M-V/def2-TZVPD.

Its lowest unoccupied orbital energy is -1.45 eV. Its spin multiplicity is 1. The energy is -1620.3168 a.u. As for the molar mass: 512.7 g mol⁻¹. The gap between HOMO and LUMO is 3.470 eV.

Each line ends with the Mulliken charge.
Atoms and positions in Å:
1 C 4.5855 -2.1744 4.3395  -0.7194
2 O 5.1239 -2.0194 3.0460  -0.4145
3 C 4.3320 -1.2272 2.1880  -0.2124
4 C 5.2049 -0.7138 1.0710  -0.8097
5 C 4.4100 -0.2030 -0.1297  -0.8737
6 C 3.2261 0.6948 0.2430  0.1471
7 C 2.6642 1.4647 -0.9605  -0.8341
8 C 2.5813 2.9964 -0.8552  -1.1246
9 C 2.0889 3.6014 0.4766  -0.5089
10 C 0.7560 4.3473 0.3001  -0.1492
11 C 0.0740 4.7043 1.6304  -1.1792
12 C -1.3499 5.2778 1.5518  -0.8372
13 C -2.5005 4.2608 1.3988  -1.3998
14 C -2.5971 3.5091 0.0521  -0.5435
15 C -2.2627 2.0456 0.1205  0.4289
16 N -1.3273 1.7121 1.0295  0.2021
17 C -0.8739 0.4699 1.2242  -0.6500
18 C -1.3646 -0.5744 0.4712  0.5388
19 C -0.8106 -1.9240 0.7072  -0.1377
20 C 0.1204 -2.4441 -0.2068  0.1173
21 C 0.6455 -3.7194 -0.0222  -1.3698
22 C 0.2536 -4.4718 1.0870  -0.6354
23 C -0.6547 -3.9480 2.0042  -1.0303
24 C -1.1943 -2.6713 1.8197  -0.2169
25 C -2.3645 -0.2923 -0.4822  0.8795
26 C -2.9237 -1.4417 -1.2806  -1.4486
27 C -4.1896 -1.9563 -0.6498  -0.3103
28 N -5.2550 -1.2821 -0.6656  -0.5076
29 C -2.8118 1.0326 -0.6655  0.2727
30 C -3.8149 1.4021 -1.7261  -1.4478
31 C -3.1989 2.2358 -2.8595  -0.4616
32 O -3.2525 1.4358 -4.0480  -0.3684
33 C -2.1702 1.5242 -4.8533  0.1556
34 O -1.6710 0.5850 -5.3521  -0.4181
35 H 5.0013 -3.0816 4.7635  0.2806
36 H 3.5006 -2.2732 4.3072  0.2911
37 H 4.8607 -1.3301 4.9714  0.2759
38 H 3.8955 -0.3962 2.7516  0.3530
39 H 3.4959 -1.8166 1.7948  0.2051
40 H 5.8416 -1.5326 0.7505  0.3669
41 H 5.8292 0.0979 1.4377  0.2196
42 H 5.0736 0.4028 -0.7426  0.4183
43 H 4.0528 -1.0444 -0.7181  0.2961
44 H 2.4438 0.0531 0.6397  -0.1797
45 H 3.5358 1.3582 1.0485  0.5039
46 H 1.6966 1.0561 -1.2438  0.2413
47 H 3.3167 1.2443 -1.8027  0.5300
48 H 3.5393 3.4238 -1.1338  0.4366
49 H 1.8785 3.3193 -1.6223  0.4923
50 H 2.8332 4.3025 0.8423  0.3407
51 H 1.9434 2.8400 1.2408  0.3847
52 H 0.9341 5.2845 -0.2197  0.4119
53 H 0.1436 3.7081 -0.3201  -0.0651
54 H 0.0977 3.8715 2.3402  0.4500
55 H 0.7144 5.4595 2.0821  0.5837
56 H -1.5415 5.8016 2.4849  0.4413
57 H -1.4085 6.0246 0.7630  0.3406
58 H -3.4383 4.7913 1.5295  0.4198
59 H -2.4612 3.5526 2.2235  0.6032
60 H -1.9524 3.9858 -0.6820  0.4046
61 H -3.6056 3.6004 -0.3350  0.6234
62 H -0.9331 2.4529 1.5907  -0.1653
63 H -0.1210 0.3279 1.9777  0.5408
64 H 0.4097 -1.8583 -1.0691  0.6879
65 H 1.3160 -4.1555 -0.7439  0.6583
66 H 0.6478 -5.4710 1.1672  0.5581
67 H -0.9517 -4.5501 2.8487  0.4186
68 H -1.9121 -2.2707 2.5215  0.5192
69 H -3.1063 -1.1364 -2.3046  0.6080
70 H -2.1978 -2.2433 -1.2674  0.2812
71 H -4.1293 -2.9341 -0.1789  0.5158
72 H -6.0062 -1.7832 -0.1978  0.2653
73 H -4.2231 0.5125 -2.1746  0.5685
74 H -4.6225 1.9577 -1.2624  0.5571
75 H -2.1620 2.4779 -2.6326  0.4138
76 H -3.7353 3.1699 -3.0073  0.2561
77 H -1.8384 2.5548 -5.0268  0.3851
78 C -1.0391 -7.0845 -2.5938  -1.2764
79 C -0.4824 -5.9216 -1.7509  0.3626
80 O 0.6134 -6.2205 -1.0348  -0.8284
81 H -1.3053 -7.9215 -1.9447  0.3187
82 H -1.9358 -6.7879 -3.1592  0.3345
83 H -0.2837 -7.4248 -3.3050  0.3072
84 H -1.3605 -5.5620 -1.1258  -0.0919
85 H -0.3407 -5.0676 -2.4804  0.0022

***

Record 3
Below is a molecular structure, C31H48O2P2Rh at a distorted geometry, with properties calculated with ωB97M-V/def2-TZVPD.

Its lowest unoccupied orbital energy (alpha / beta) is -2.50 / -6.72 eV. Its spin multiplicity is 5. Its net charge is +1. The value obtained for the relative energy (zero: lowest compared OMol25 entry of this formula, charge and spin) is 0.000 eV. The energy is -2153.3235 a.u. As for the molar mass: 617.6 g mol⁻¹. The gap between HOMO and LUMO (alpha / beta) is 6.462 / 2.238 eV.

Each line ends with the Mulliken spin population.
Atoms and positions in Å:
1 Rh 1.1562 0.6672 0.9345  1.3226
2 C 1.2459 0.3871 3.7783  0.1257
3 C 2.2709 0.8027 2.8549  0.1948
4 C 0.3755 2.1276 2.5564  0.2528
5 C 0.1360 1.2301 3.6379  0.1188
6 C 1.7921 2.0379 2.1928  0.4295
7 C 1.3688 -0.7104 4.7678  -0.0009
8 H 2.2840 -1.2971 4.6153  -0.0012
9 H 0.5001 -1.3846 4.6913  0.0127
10 H 1.3897 -0.3178 5.8003  0.0156
11 C -1.0494 1.3087 4.5275  0.0048
12 H -1.2482 0.3464 5.0101  0.0019
13 H -1.9351 1.5934 3.9495  0.0062
14 H -0.9178 2.0617 5.3205  0.0223
15 C -0.5614 3.1857 2.1079  0.0217
16 H -0.5520 4.0730 2.7592  0.0201
17 H -1.5905 2.7957 2.0964  0.0060
18 H -0.2986 3.5020 1.0933  0.0041
19 C 2.6352 3.1854 1.7484  -0.0194
20 H 2.7391 3.9240 2.5571  0.0137
21 H 2.1648 3.6743 0.8904  0.0152
22 H 3.6303 2.8387 1.4686  -0.0055
23 C 3.6937 0.3692 2.8516  0.0306
24 H 4.2853 0.9801 3.5484  0.0158
25 H 4.1296 0.4694 1.8506  -0.0038
26 H 3.7843 -0.6754 3.1659  0.0018
27 C -0.1441 -1.1092 0.4001  0.0866
28 C 1.0064 -1.6232 0.9958  -0.0085
29 C 2.2513 -2.0969 0.3032  0.0391
30 C 2.6365 -1.2666 -0.9441  0.0249
31 C 2.3899 0.2165 -0.8270  0.0559
32 C 1.2286 0.9411 -1.1868  0.1270
33 C -0.0469 0.3487 -1.7114  0.0127
34 C -0.4318 -1.0061 -1.0799  0.0981
35 H 2.1833 -3.1628 0.0250  -0.0008
36 H 2.1680 -1.6976 -1.8369  -0.0064
37 H 3.0736 -2.0224 1.0332  -0.0044
38 H 0.0224 -1.8429 -1.6293  0.0073
39 H -1.0353 -1.0825 1.0456  -0.0053
40 H 0.9007 -1.9492 2.0389  -0.0094
41 H -1.5191 -1.1190 -1.1855  0.0069
42 H -0.8661 1.0593 -1.5266  0.0059
43 H 1.3787 2.0062 -1.4245  -0.0106
44 H 0.0037 0.2616 -2.8178  0.0377
45 H 3.7212 -1.3888 -1.0869  -0.0001
46 H 3.3144 0.8153 -0.8042  -0.0012
47 P -0.2643 -0.4615 -4.7899  0.4379
48 P -0.1864 2.3127 -5.8909  0.2532
49 C -0.4144 -0.3823 -6.6414  0.0230
50 C -0.8856 1.0108 -7.0547  0.0071
51 H -1.1276 -1.1596 -6.9443  0.0090
52 H 0.5673 -0.6242 -7.0769  -0.0017
53 H -0.5678 1.2635 -8.0748  0.0031
54 H -1.9829 1.0853 -7.0048  -0.0033
55 C -0.9712 3.7447 -6.7409  0.0493
56 H -0.6066 4.6733 -6.2881  -0.0007
57 H -2.0605 3.6885 -6.6121  -0.0008
58 H -0.7260 3.7309 -7.8110  0.0132
59 C 1.4709 2.4586 -6.6971  0.0190
60 H 1.3852 2.4049 -7.7925  0.0079
61 H 2.1345 1.6600 -6.3415  -0.0014
62 H 1.9136 3.4241 -6.4172  -0.0016
63 C -1.8697 -1.2216 -4.3458  0.0366
64 H -1.8879 -1.4698 -3.2770  -0.0079
65 H -2.0113 -2.1311 -4.9399  0.0152
66 H -2.6835 -0.5155 -4.5497  0.0014
67 C 0.8918 -1.8571 -4.5976  0.0533
68 H 1.8678 -1.5608 -5.0053  0.0003
69 H 0.5043 -2.7260 -5.1427  0.0194
70 H 1.0112 -2.1064 -3.5363  -0.0109
71 O -3.9267 -0.9572 2.7625  0.0018
72 C -2.9077 -1.4483 3.3029  -0.0017
73 O -1.6805 -1.4029 2.9901  0.0180
74 C -3.2036 -2.2133 4.5833  0.0006
75 C -4.4072 -1.9929 5.2783  -0.0004
76 C -4.6734 -2.6464 6.4842  0.0001
77 C -3.7328 -3.5438 7.0196  0.0000
78 C -2.5281 -3.7760 6.3356  0.0001
79 C -2.2789 -3.1374 5.1158  0.0003
80 H -5.1391 -1.3007 4.8607  -0.0001
81 H -5.6120 -2.4498 7.0059  0.0000
82 H -3.9341 -4.0449 7.9668  0.0000
83 H -1.7791 -4.4505 6.7547  0.0000
84 H -1.3616 -3.3339 4.5566  -0.0005